DFT (ωB97M-V with the def2-TZVPD basis set) results for 8 unconnected molecules or ions with the total composition C33H56N8O12.

Last column: Löwdin charge in e.
Geometry (Å):
C 10.43300 30.22500 38.61300  0.00
C 9.40700 29.70400 39.68400  -0.39
C 9.94000 30.07800 41.06600  -0.12
C 9.58600 31.55000 41.48700  -0.14
C 8.06600 31.65400 41.50300  -0.16
C 7.41200 31.43500 40.12500  -0.42
N 8.02700 30.27100 39.44400  0.12
O 7.46400 29.88000 38.28300  0.18
C 7.63400 32.59000 39.26500  0.00
C 5.82200 31.15800 40.37300  0.04
C 9.36800 28.16200 39.57000  0.04
H 9.88800 30.00400 37.66900  0.09
H 11.53200 30.02900 38.51100  0.11
H 10.45600 31.37400 38.60900  0.10
H 11.06100 29.92500 41.04000  0.15
H 9.68500 29.34800 41.64800  0.05
H 10.03900 32.45000 40.77500  0.16
H 9.99100 31.85700 42.61300  0.17
H 7.72200 32.43200 41.96000  0.06
H 7.81800 30.91600 42.25200  0.13
H 7.22900 32.37400 38.32500  0.07
H 8.51200 32.78900 39.10100  -0.01
H 7.03900 33.38200 39.77100  0.14
H 5.31300 31.24000 39.37700  0.07
H 5.36400 31.95400 41.01400  0.11
H 5.73300 30.23000 40.93100  0.08
H 8.67900 27.85500 40.16100  0.04
H 10.19000 27.59200 39.64000  0.09
H 8.92300 27.95800 38.73900  0.04
N 8.24100 31.54700 34.78600  -0.59
O 8.14000 31.66000 35.97500  -0.04
O 7.39200 30.79700 34.20800  -0.08
O 8.55100 32.54700 34.17400  -0.02
C 5.00100 32.11000 36.30400  -0.07
C 5.27500 33.62700 35.89900  0.01
C 4.45400 34.64600 36.58600  0.00
C 3.41400 34.21200 37.56300  -0.05
C 3.05200 32.71700 37.67300  0.07
C 3.95300 31.70600 37.03000  -0.11
N 2.51600 35.18700 38.33700  -0.32
O 2.79900 36.40600 38.26300  0.04
O 1.44900 34.75500 38.85500  0.04
H 5.66900 31.55700 35.63200  0.07
H 5.92100 33.85500 35.05000  0.08
H 4.53300 35.71500 36.62200  0.08
H 2.41900 32.35900 38.28700  0.01
H 3.74900 30.57000 37.24000  0.14
C 10.28900 31.34400 31.14700  -0.02
C 11.30600 30.69800 30.08900  0.02
C 10.81300 29.44000 29.29100  0.00
C 9.38900 29.33800 29.10400  -0.11
C 8.37800 29.97500 30.21300  0.07
C 8.90300 30.96500 31.19400  -0.09
N 8.84900 28.33900 28.14100  -0.31
O 9.65100 27.70900 27.39500  0.03
O 7.57000 28.31200 27.89500  0.00
H 10.67500 31.98500 31.99600  0.09
H 12.27900 31.06000 29.82500  0.05
H 11.53500 28.84500 28.73600  0.09
H 7.32600 29.58600 30.06800  0.10
H 8.35400 31.39000 31.95700  0.02
C 8.24800 37.64000 36.49500  -0.30
O 9.05700 37.69100 35.54800  0.00
N 8.06700 36.48700 37.20000  -0.20
C 7.25700 36.64200 38.41400  -0.04
C 8.52600 35.21600 36.74300  -0.07
H 7.51800 38.42000 36.74700  0.13
H 7.27300 37.53600 38.93000  0.05
H 7.67600 35.68800 39.00300  0.12
H 6.20400 36.49800 38.14000  0.07
H 9.03600 35.18500 35.79700  0.08
H 7.65700 34.44600 36.64700  0.09
H 9.32900 34.72900 37.33700  0.08
C 6.63200 25.99600 32.66800  -0.28
O 6.70200 24.84800 32.21200  0.00
N 5.48200 26.42400 33.33800  -0.15
C 5.36800 27.87000 33.77700  -0.03
C 4.26600 25.65700 33.44000  -0.04
H 7.26000 26.80800 32.54600  0.10
H 4.50000 28.07800 34.54600  0.12
H 5.19600 28.48900 32.95300  0.06
H 6.20700 28.11400 34.32000  0.03
H 3.95400 25.07400 32.68200  0.06
H 3.40200 26.20300 33.43100  0.07
H 4.49700 25.09100 34.18100  0.04
C 3.20600 34.05800 31.33900  -0.35
O 2.19900 33.64600 31.99600  -0.08
N 4.40200 33.51600 31.53100  -0.22
C 5.63700 33.94800 30.79900  -0.05
C 4.67900 32.38900 32.49000  -0.05
H 3.22200 35.03700 30.60500  0.17
H 5.35200 34.94300 30.14100  0.12
H 6.03200 33.25700 30.06200  0.07
H 6.15700 34.29900 31.77700  0.12
H 3.68900 31.76800 32.95600  0.15
H 5.23800 32.85900 33.39900  0.07
H 5.38600 31.57300 32.25400  0.06
C 13.29600 33.95000 35.13500  -0.34
O 12.54600 34.73900 34.54300  -0.02
N 12.76400 32.82800 35.62600  -0.18
C 13.70300 31.97000 36.52900  0.04
C 11.48300 32.39000 35.44700  -0.10
H 14.37100 34.32300 35.41200  0.16
H 12.97800 31.45000 36.92800  0.00
H 14.13700 32.62900 37.30800  0.11
H 14.30700 31.30400 36.24000  0.01
H 10.78700 33.02800 36.07900  0.11
H 11.34300 31.37100 35.65300  0.06
H 11.21200 32.52700 34.27900  0.13

Cartesian forces, eV/Å:
C -1.70 2.98 -2.11
C 2.98 -0.68 0.61
C 3.00 5.07 -3.20
C 1.72 2.29 1.03
C 2.66 -5.31 -1.96
C -1.92 -1.64 3.12
N -1.82 -2.17 -7.29
O 2.93 2.10 6.72
C -9.23 -0.26 1.47
C 1.12 1.10 -1.00
C 1.41 5.11 0.14
H 0.88 0.06 0.09
H -1.25 -1.03 1.00
H -0.29 -1.40 0.21
H -1.08 0.44 -0.33
H -2.24 -3.61 4.36
H -0.80 -2.68 1.60
H -0.89 -1.08 -2.98
H -2.00 5.44 1.93
H -0.71 -0.97 -0.17
H -1.03 -0.01 -1.60
H 9.49 2.51 -1.18
H 0.68 -0.08 -0.65
H 0.31 -0.64 0.98
H 0.86 -0.42 -0.50
H -0.29 -0.25 -0.41
H -4.20 -2.26 4.87
H 3.46 -1.20 0.53
H -2.14 -1.22 -5.84
N -6.65 2.15 -2.66
O 1.87 -1.40 5.65
O 1.24 -2.34 -0.40
O 3.34 1.49 -2.12
C 2.35 4.97 -4.07
C -4.06 -1.09 3.60
C -0.39 -3.29 1.40
C -0.20 -4.67 -1.06
C 8.01 4.82 -5.09
C -2.74 0.22 2.49
N -1.52 0.90 -0.90
O -0.14 -2.74 0.39
O 3.17 0.73 -1.06
H -0.33 -0.81 0.89
H 0.12 -0.03 0.67
H 0.47 0.40 -0.88
H -4.93 -1.90 4.22
H 0.32 2.40 -0.53
C 2.23 -2.28 -2.64
C -5.75 -2.35 1.35
C -1.32 4.66 1.19
C -0.66 0.72 4.68
C 3.13 0.04 -1.98
C 2.20 -3.30 -4.42
N -2.08 -0.50 -3.28
O -1.67 1.53 2.54
O 4.31 0.21 1.66
H -0.39 -0.44 -1.56
H 0.46 0.08 0.69
H -0.32 0.25 -0.09
H 1.33 0.88 0.51
H -1.52 0.54 1.42
C 2.03 -1.63 -2.86
O -1.78 0.66 1.81
N -0.27 2.46 0.34
C 0.32 -5.67 -0.90
C -0.62 -2.69 0.26
H 0.37 0.35 0.22
H 0.98 1.86 0.95
H -1.47 2.37 -0.35
H -0.01 -0.42 0.38
H -0.29 0.91 -0.74
H 1.37 1.33 0.33
H -0.58 0.43 0.57
C -4.53 -2.92 0.31
O 0.65 1.81 0.64
N 0.66 2.36 -0.87
C -2.55 -2.28 1.24
C 1.69 2.77 -2.21
H 2.24 1.44 -0.30
H 1.41 -0.98 -1.62
H -0.11 1.15 -1.24
H 2.15 0.89 0.81
H 0.46 -2.48 -3.43
H -1.89 2.27 1.39
H -0.14 -3.94 5.27
C -3.09 0.33 1.49
O 2.29 1.68 -2.33
N 1.80 -2.28 -1.25
C -2.04 3.92 1.45
C -1.59 -0.33 3.22
H -0.17 -2.39 1.55
H 0.68 -2.37 1.83
H 0.37 -0.44 0.69
H 0.85 -0.65 -2.57
H 2.51 2.38 -1.63
H -1.23 -0.71 -1.41
H -0.29 0.73 -1.14
C -1.47 3.14 -0.55
O 1.37 -0.64 0.12
N 7.06 -1.87 1.85
C -3.69 8.57 0.98
C -3.62 2.32 -3.16
H -1.53 -1.45 -0.35
H -3.49 -2.89 3.09
H -0.09 -0.42 -0.55
H 5.13 -4.43 -3.68
H 0.24 -0.85 -1.00
H 0.01 -1.38 0.48
H 0.14 -0.12 2.81

Gap between HOMO and LUMO: 3.7769 eV
Relative energy (zero: lowest compared OMol25 entry of this formula, charge and spin): 112.3 kcal per mole
Net charge: 0
Molar mass: 756.855 g mol⁻¹
LUMO level: -0.1783 Ha

=====

DFT (ωB97M-V with the def2-TZVPD basis set) results for a molecular structure, C3H8AuO2.

Last column: Löwdin charge in e.
Geometry (Å):
O 1.74887 1.42982 -0.53423  -0.26
C 1.86065 0.19826 0.10097  -0.26
C 0.62411 -0.66425 -0.13013  -0.14
O -0.58917 0.15336 0.17103  -0.47
C -1.82024 -0.53922 0.04646  -0.05
H 1.99990 0.31714 1.19611  0.15
H 2.73359 -0.37663 -0.26544  0.16
H 0.60368 -1.52590 0.55496  0.15
H 0.57634 -1.05618 -1.15991  0.15
H -2.41518 -0.24470 -0.83036  0.11
H -1.63407 -1.61561 -0.06901  0.11
H -2.40662 -0.26856 0.93160  0.11
Au -0.04561 1.82007 -0.50676  1.18
H -1.23624 2.37240 0.49470  0.05

Cartesian forces, eV/Å:
O 3.66 -0.97 -0.35
C 0.30 -1.48 1.12
C -0.07 -1.23 0.13
O 0.89 -5.67 1.46
C -1.73 -0.49 -0.17
H 0.11 0.25 -0.50
H -0.22 0.44 -0.02
H 0.09 0.35 -0.15
H -0.24 0.40 0.22
H 0.52 0.22 0.05
H -0.03 0.34 0.43
H 0.15 -0.47 -0.13
Au -3.76 8.02 -1.35
H 0.35 0.28 -0.75

Spin multiplicity: 3
Gap between HOMO and LUMO (alpha / beta): 10.2791 / 7.9613 eV
Relative energy (zero: lowest compared OMol25 entry of this formula, charge and spin): 8.8 kcal per mole
Net charge: +1
Molar mass: 273.062 g mol⁻¹
LUMO level (alpha / beta): -0.1451 / -0.2782 Ha

=====

DFT (ωB97M-V with the def2-TZVPD basis set) results for a molecular structure, C14H35B3FNO13P2S.

Last column: Löwdin charge in e.
Geometry (Å):
N 2.56882 2.15332 -5.16301  0.10
C 2.95494 1.61355 -4.08050  -0.24
C 3.97603 0.50138 -4.07984  -0.03
B 5.35868 1.10629 -3.70675  -0.50
O 5.65353 1.45434 -2.38538  0.27
B 5.94353 2.80532 -2.37428  -0.28
O 7.03832 3.18236 -3.15586  0.27
B 7.11295 2.49872 -4.32826  -0.54
S 8.41039 3.12874 -5.57440  0.71
O 9.18309 4.15873 -4.96711  -0.25
O 9.10597 2.02101 -6.13837  -0.25
F 7.52818 3.81984 -6.68200  -0.15
O 6.36844 1.40661 -4.63375  0.31
H 1.88130 2.87947 -4.96570  0.05
H 2.56794 1.94059 -3.10902  0.12
H 3.95078 -0.01743 -5.03524  0.12
H 3.67607 -0.17505 -3.27185  0.11
H 5.24360 3.59163 -1.83138  0.13
O 1.38809 -1.78439 -2.44821  -0.22
P 0.01152 -2.20891 -2.16689  0.42
O -0.49892 -1.73477 -0.74099  -0.17
C -0.55419 -0.33394 -0.42584  -0.26
C -1.77361 0.33158 -1.03214  -0.07
O 0.07839 -3.79726 -1.85839  -0.20
C 1.20554 -4.58665 -2.24273  -0.29
C 2.06599 -4.90522 -1.03986  -0.07
O -1.33471 -2.21544 -2.99112  -0.18
C -1.46189 -3.05409 -4.16371  -0.24
C -2.45562 -4.15289 -3.87596  -0.07
H 0.36486 0.15957 -0.75245  0.11
H -0.60332 -0.26717 0.66000  0.11
H -1.70559 0.35972 -2.12142  0.07
H -1.86849 1.35475 -0.66789  0.08
H -2.67590 -0.22250 -0.77565  0.09
H 1.78885 -4.08516 -3.01540  0.10
H 0.80878 -5.50825 -2.67615  0.12
H 2.38828 -3.98803 -0.54641  0.08
H 2.94793 -5.47579 -1.33407  0.08
H 1.49936 -5.48707 -0.31187  0.08
H -0.49326 -3.45934 -4.46147  0.11
H -1.81879 -2.41862 -4.97321  0.12
H -2.08851 -4.81357 -3.09188  0.07
H -2.63795 -4.74119 -4.77586  0.08
H -3.39966 -3.72892 -3.53345  0.08
O -3.68712 0.91977 3.03452  -0.22
P -3.70711 1.25789 4.46185  0.42
O -4.16088 2.75442 4.73124  -0.17
C -5.45609 3.20142 4.29884  -0.26
C -6.55743 2.74853 5.23610  -0.08
O -2.15857 1.37593 4.92472  -0.20
C -1.10996 0.81581 4.13435  -0.29
C -0.37308 1.90154 3.38289  -0.07
O -4.24662 0.54518 5.76592  -0.18
C -3.64982 -0.69395 6.21383  -0.25
C -2.91156 -0.44557 7.50664  -0.07
H -5.64203 2.85671 3.27885  0.11
H -5.40486 4.28865 4.27586  0.12
H -6.68382 1.66538 5.20138  0.07
H -7.50467 3.21189 4.95925  0.08
H -6.31647 3.01563 6.26500  0.08
H -1.49908 0.06504 3.44581  0.10
H -0.43162 0.30771 4.82444  0.12
H -1.05911 2.47648 2.75975  0.08
H 0.40259 1.47244 2.74584  0.07
H 0.09334 2.60197 4.07678  0.08
H -2.98941 -1.10831 5.45019  0.11
H -4.46312 -1.40195 6.36886  0.12
H -2.07433 0.23348 7.35194  0.07
H -2.53323 -1.38488 7.91132  0.08
H -3.57569 0.01291 8.23950  0.08

Cartesian forces, eV/Å:
N 0.11 -0.11 0.30
C -0.11 0.23 -0.46
C -0.25 -0.15 0.33
B 0.60 -0.92 0.24
O -1.10 0.82 -0.44
B 0.68 -0.49 0.44
O -0.66 0.34 -0.43
B 0.32 -0.16 -0.03
S 1.15 -0.16 0.82
O -0.34 0.33 -0.08
O -0.52 -0.10 -0.48
F -0.08 -0.21 -0.08
O -0.42 0.62 -0.16
H 0.00 0.00 -0.06
H 0.12 -0.13 0.05
H 0.08 0.09 -0.05
H 0.06 -0.15 -0.12
H 0.28 0.09 0.22
O -0.55 1.30 -1.43
P 0.42 -3.22 2.78
O -0.17 0.61 -0.38
C -0.17 0.35 0.11
C 0.00 -0.10 -0.19
O -0.18 0.18 -0.39
C 0.20 -0.22 0.06
C -0.06 0.05 0.16
O 0.51 1.11 -0.78
C -0.16 -0.05 -0.21
C -0.02 -0.08 0.19
H 0.05 -0.11 -0.01
H 0.05 -0.16 0.01
H 0.02 0.03 0.01
H 0.01 -0.01 0.04
H 0.00 0.05 0.09
H -0.02 0.13 0.06
H -0.07 0.03 0.02
H 0.06 0.03 -0.10
H -0.01 -0.01 -0.02
H 0.01 -0.03 -0.02
H 0.05 0.03 0.09
H 0.06 0.10 0.05
H 0.06 0.01 -0.01
H 0.00 0.03 -0.02
H -0.01 0.03 -0.08
O -1.51 -1.20 0.22
P 3.34 2.22 0.54
O -0.56 -0.30 0.06
C -0.28 0.14 -0.10
C 0.09 -0.17 0.07
O -0.31 -0.25 0.13
C 0.28 0.03 -0.14
C 0.00 0.20 -0.02
O -0.96 -0.69 -0.82
C -0.04 -0.20 0.16
C 0.09 0.18 0.04
H 0.08 -0.03 0.00
H 0.13 -0.01 0.03
H -0.03 0.01 -0.03
H 0.02 0.02 -0.02
H -0.02 0.07 -0.01
H -0.11 0.07 -0.02
H -0.05 0.04 0.06
H -0.05 -0.12 -0.05
H 0.01 -0.01 0.03
H 0.04 -0.05 0.02
H 0.00 0.08 -0.05
H -0.06 0.06 -0.09
H 0.01 -0.02 -0.06
H -0.03 -0.02 -0.01
H -0.04 -0.08 0.01

Gap between HOMO and LUMO: 10.3310 eV
Net charge: 0
Molar mass: 570.877 g mol⁻¹
LUMO level: -0.0034 Ha

=====

- molar mass of number 1 (C33H56N8O12)?
  756.855 g mol⁻¹

=====

- net charge of number 3 (C14H35B3FNO13P2S)?
  0

=====

What did the second record say?
DFT (ωB97M-V with the def2-TZVPD basis set) results for a molecular structure, C3H8AuO2.

Last column: Löwdin charge in e.
Geometry (Å):
O 1.74887 1.42982 -0.53423  -0.26
C 1.86065 0.19826 0.10097  -0.26
C 0.62411 -0.66425 -0.13013  -0.14
O -0.58917 0.15336 0.17103  -0.47
C -1.82024 -0.53922 0.04646  -0.05
H 1.99990 0.31714 1.19611  0.15
H 2.73359 -0.37663 -0.26544  0.16
H 0.60368 -1.52590 0.55496  0.15
H 0.57634 -1.05618 -1.15991  0.15
H -2.41518 -0.24470 -0.83036  0.11
H -1.63407 -1.61561 -0.06901  0.11
H -2.40662 -0.26856 0.93160  0.11
Au -0.04561 1.82007 -0.50676  1.18
H -1.23624 2.37240 0.49470  0.05

Cartesian forces, eV/Å:
O 3.66 -0.97 -0.35
C 0.30 -1.48 1.12
C -0.07 -1.23 0.13
O 0.89 -5.67 1.46
C -1.73 -0.49 -0.17
H 0.11 0.25 -0.50
H -0.22 0.44 -0.02
H 0.09 0.35 -0.15
H -0.24 0.40 0.22
H 0.52 0.22 0.05
H -0.03 0.34 0.43
H 0.15 -0.47 -0.13
Au -3.76 8.02 -1.35
H 0.35 0.28 -0.75

Spin multiplicity: 3
Gap between HOMO and LUMO (alpha / beta): 10.2791 / 7.9613 eV
Relative energy (zero: lowest compared OMol25 entry of this formula, charge and spin): 8.8 kcal per mole
Net charge: +1
Molar mass: 273.062 g mol⁻¹
LUMO level (alpha / beta): -0.1451 / -0.2782 Ha